*w*
Computed, not measured: the molecule C3H7NOS2, with the ωB97M-V functional and the def2-TZVPD basis.

The gap between HOMO and LUMO comes out at 8.29 eV. As for the LUMO energy: 0.27 eV. The calculation puts the HOMO energy at -8.0 eV.

ORCA input file:
```
! RIJCOSX wB97M-V def2-TZVPD def2/J DEFGRID3
* xyz 0 1
C -0.068 0.231 0.569
C -0.038 2.573 0.625
C -0.332 -2.521 -0.221
N 0.761 -0.682 -1.866
O 0.475 1.367 0.094
S -1.239 -0.015 1.690
S 0.954 -1.230 -0.431
H 0.604 3.297 0.099
H -0.009 2.576 1.661
H -1.021 2.895 0.234
H 0.253 -3.464 -0.062
H -1.114 -2.346 -1.102
H -0.748 -2.515 0.823
H 1.525 -0.165 -2.114
*
```

*x*
Computed, not measured: a structure of composition C3H7NOS2, with the ωB97M-V functional and the def2-TZVPD basis.

The gap between HOMO and LUMO comes out at 6.77 eV. As for the LUMO energy: -1.05 eV. The calculation puts the HOMO energy at -7.8 eV.

ORCA input file:
```
! RIJCOSX wB97M-V def2-TZVPD def2/J DEFGRID3
* xyz 0 1
C 1.085 0.801 1.548
C -0.618 -0.991 0.383
C -1.224 -0.088 -0.844
H 2.256 1.346 0.219
H 0.818 0.322 -0.582
H 0.194 -1.364 -0.043
H -1.267 -1.930 0.489
H -1.693 -0.848 -1.265
H -1.926 0.703 -0.410
H -0.528 -0.455 -2.798
N 1.300 1.130 0.379
O -0.090 0.305 -1.793
S 2.023 1.314 2.825
S -0.331 -0.245 1.891
*
```

*w* is the most stable structure; the next one sits 134.7 kJ/mol above it.

*w*
Computed, not measured: a structure of composition C37H60BrIN3O8RbS3Si, with the ωB97M-V functional and the def2-TZVPD basis.

The gap between HOMO and LUMO comes out at 7.30 eV. As for the LUMO energy: 3.68 eV. The calculation puts the HOMO energy at -3.6 eV.

ORCA input file:
```
! RIJCOSX wB97M-V def2-TZVPD def2/J DEFGRID3
* xyz -2 1
Rb 1.237 0.843 2.014
O 2.845 2.572 6.352
C 2.201 2.080 5.408
O 1.891 2.560 4.313
C 1.591 0.624 5.737
C 1.711 0.163 7.046
C 1.212 -1.077 7.287
C 0.460 -1.775 6.332
C 0.393 -1.237 5.036
N 0.928 -0.050 4.748
C -0.166 -2.012 3.806
O -0.674 -3.127 4.067
O -0.021 -1.419 2.719
H 2.400 0.661 7.723
H 1.370 -1.517 8.204
H -0.041 -2.702 6.509
C -3.483 -3.055 -2.364
C -3.409 -4.220 -1.424
S -3.559 -3.987 0.302
C -1.945 -3.386 0.711
C -1.397 -2.115 0.049
S -2.166 -0.504 -0.104
C -3.995 -0.633 -0.004
C -4.659 -0.623 -1.396
S -5.093 -2.232 -2.119
H -3.409 -3.527 -3.345
H -2.745 -2.233 -2.309
H -2.458 -4.750 -1.655
H -4.176 -4.892 -1.654
H -1.114 -4.093 0.501
H -1.878 -3.279 1.825
H -1.040 -2.409 -0.977
H -0.580 -1.939 0.707
H -4.275 0.288 0.470
H -4.328 -1.502 0.583
H -4.007 -0.060 -2.139
H -5.615 -0.123 -1.332
Br -4.692 1.861 5.383
C -2.975 2.693 5.615
C -2.342 2.461 6.831
C -1.057 2.931 6.995
C -0.366 3.551 5.913
C -0.969 3.705 4.710
C -2.248 3.180 4.533
I -3.120 3.579 2.638
H -2.786 2.008 7.712
H -0.513 2.826 7.908
H 0.614 3.882 6.032
H -0.428 4.158 3.908
C -3.115 3.920 -3.008
C -2.726 3.351 -1.607
N -1.454 3.769 -1.073
C -0.329 2.895 -1.258
C -0.472 2.116 -2.613
C -1.463 4.840 -0.224
C -0.231 4.811 0.678
N -2.290 5.774 -0.088
H -4.195 3.771 -3.125
H -2.657 3.340 -3.832
H -2.889 4.943 -3.211
H -2.834 2.278 -1.627
H -3.503 3.629 -0.861
H -0.239 2.149 -0.483
H 0.674 3.420 -1.278
H -1.194 1.268 -2.715
H 0.522 1.695 -2.557
H -0.638 2.784 -3.457
H 0.587 5.033 0.071
H -0.160 3.879 1.275
H -0.253 5.500 1.556
H -3.054 5.721 -0.751
C 4.624 0.325 -4.093
C 3.883 0.509 -2.762
C 3.237 1.955 -2.703
C 4.823 0.370 -1.576
O 2.938 -0.535 -2.751
Si 1.510 -0.834 -1.934
O 1.184 0.214 -0.794
O 0.267 -1.044 -3.051
C 0.146 -1.841 -4.203
C 1.358 -1.857 -5.131
C -0.254 -3.289 -3.795
C -1.073 -1.272 -4.935
O 1.617 -2.420 -1.459
C 2.591 -2.955 -0.559
C 3.758 -3.440 -1.384
C 2.970 -1.897 0.535
C 1.989 -4.214 -0.001
H 5.572 0.926 -4.167
H 3.857 0.570 -4.826
H 4.934 -0.723 -4.179
H 3.999 2.767 -2.815
H 2.729 2.068 -1.732
H 2.546 1.999 -3.512
H 5.855 0.714 -1.600
H 4.886 -0.669 -1.279
H 4.376 0.760 -0.634
H 2.188 -2.236 -4.510
H 1.598 -0.861 -5.453
H 1.140 -2.577 -5.938
H 0.695 -3.874 -3.562
H -0.924 -3.737 -4.531
H -0.719 -3.107 -2.863
H -0.967 -0.236 -5.303
H -1.872 -1.169 -4.217
H -1.356 -1.865 -5.872
H 4.265 -2.651 -1.877
H 3.439 -4.231 -2.117
H 4.418 -3.975 -0.695
H 3.464 -1.046 0.099
H 3.709 -2.328 1.252
H 1.996 -1.739 1.018
H 1.621 -4.669 -0.928
H 1.123 -4.086 0.600
H 2.651 -4.830 0.617
*
```

*x*
Computed, not measured: a structure of composition C37H60BrIN3O8RbS3Si, with the ωB97M-V functional and the def2-TZVPD basis.

The gap between HOMO and LUMO comes out at 6.98 eV. As for the LUMO energy: 3.56 eV. The calculation puts the HOMO energy at -3.4 eV.

ORCA input file:
```
! RIJCOSX wB97M-V def2-TZVPD def2/J DEFGRID3
* xyz -2 1
Rb -5.761 -11.780 -20.378
O -6.684 -14.273 -24.253
C -6.278 -14.009 -23.097
O -5.292 -13.282 -22.772
C -7.178 -14.586 -21.957
C -8.316 -15.367 -22.248
C -9.139 -15.772 -21.209
C -8.820 -15.429 -19.894
C -7.719 -14.660 -19.680
N -6.930 -14.264 -20.689
C -7.400 -14.061 -18.240
O -7.776 -14.784 -17.283
O -6.885 -12.901 -18.205
H -8.429 -15.577 -23.299
H -10.008 -16.389 -21.397
H -9.355 -15.765 -19.008
C -1.038 -10.035 -22.295
C -0.291 -10.211 -20.975
S -1.398 -10.623 -19.607
C -1.312 -9.130 -18.566
C -1.991 -7.868 -19.100
S -3.791 -8.039 -19.143
C -4.249 -7.941 -20.915
C -3.638 -8.999 -21.837
S -1.950 -8.472 -22.400
H -1.692 -10.875 -22.462
H -0.293 -10.016 -23.120
H 0.330 -9.342 -20.748
H 0.349 -11.074 -21.080
H -0.268 -8.907 -18.328
H -1.824 -9.433 -17.679
H -1.601 -7.596 -20.057
H -1.754 -7.070 -18.386
H -4.122 -6.931 -21.299
H -5.328 -8.169 -20.858
H -4.237 -9.127 -22.749
H -3.569 -9.953 -21.311
Br 0.528 -13.914 -21.897
C -0.058 -15.631 -21.281
C 0.925 -16.488 -20.818
C 0.601 -17.792 -20.441
C -0.741 -18.174 -20.562
C -1.711 -17.277 -20.977
C -1.409 -15.964 -21.338
I -3.000 -14.739 -21.937
H 1.939 -16.116 -20.769
H 1.364 -18.422 -19.990
H -1.056 -19.167 -20.232
H -2.738 -17.638 -21.015
C -6.383 -11.329 -15.318
C -5.402 -10.149 -15.378
N -4.020 -10.433 -14.944
C -3.702 -10.375 -13.511
C -3.902 -11.683 -12.719
C -3.141 -11.058 -15.756
C -1.675 -11.100 -15.295
N -3.413 -11.561 -16.904
H -7.309 -10.952 -15.707
H -6.451 -11.742 -14.302
H -6.125 -12.107 -15.992
H -5.766 -9.396 -14.683
H -5.457 -9.742 -16.379
H -4.308 -9.570 -13.093
H -2.685 -10.021 -13.379
H -4.954 -11.962 -12.779
H -3.699 -11.488 -11.695
H -3.290 -12.498 -13.142
H -1.292 -10.146 -14.948
H -1.082 -11.424 -16.130
H -1.509 -11.748 -14.458
H -4.420 -11.594 -17.157
C -9.129 -5.701 -19.291
C -8.638 -7.041 -18.765
C -9.261 -7.359 -17.429
C -7.105 -7.010 -18.594
O -9.049 -8.053 -19.665
Si -8.264 -8.595 -21.005
O -6.897 -9.306 -20.764
O -8.172 -7.257 -21.957
C -8.087 -7.128 -23.381
C -7.164 -5.973 -23.683
C -7.487 -8.392 -24.054
C -9.457 -6.884 -23.964
O -9.395 -9.469 -21.862
C -10.107 -10.639 -21.478
C -10.352 -11.502 -22.688
C -11.404 -10.210 -20.806
C -9.306 -11.498 -20.491
H -8.778 -4.925 -18.632
H -10.206 -5.702 -19.366
H -8.720 -5.604 -20.304
H -9.170 -6.584 -16.671
H -8.801 -8.241 -17.008
H -10.370 -7.578 -17.569
H -6.845 -6.243 -17.892
H -6.710 -6.700 -19.554
H -6.748 -7.991 -18.391
H -6.129 -6.201 -23.446
H -7.414 -5.072 -23.126
H -7.227 -5.776 -24.751
H -6.631 -8.706 -23.450
H -7.184 -8.244 -25.081
H -8.199 -9.208 -23.984
H -9.947 -6.022 -23.467
H -10.101 -7.781 -23.841
H -9.408 -6.709 -25.045
H -10.930 -10.905 -23.403
H -10.912 -12.395 -22.397
H -9.400 -11.862 -23.095
H -11.846 -9.355 -21.342
H -11.179 -9.902 -19.780
H -12.119 -11.041 -20.740
H -8.418 -11.895 -21.021
H -9.930 -12.358 -20.225
H -8.978 -10.983 -19.601
*
```

*x* is the most stable structure; the next one sits 205.4 kJ/mol above it.

*w*
Computed, not measured: the molecule C5H5NOS2, with the ωB97M-V functional and the def2-TZVPD basis.

The gap between HOMO and LUMO (spin up / spin down) comes out at 6.01 / 6.49 eV. As for the LUMO energy (spin up / spin down): -2.25 / -1.98 eV. The calculation puts the HOMO energy (spin up / spin down) at -8.3 / -8.5 eV.

ORCA input file:
```
! RIJCOSX wB97M-V def2-TZVPD def2/J DEFGRID3
* xyz 0 1
C 2.193 1.809 1.004
C 1.103 1.627 0.499
C -0.736 1.105 -1.202
C 0.134 1.262 -0.277
C 0.252 -1.903 -0.048
N -0.392 -0.994 0.809
O -2.398 0.345 1.475
S -2.106 0.041 -1.410
S -1.974 -0.835 0.750
H 3.074 2.291 1.303
H -0.746 1.943 -2.051
H 0.533 -2.895 0.483
H -0.227 -2.355 -0.975
H 1.290 -1.441 -0.361
*
```

*x*
Computed, not measured: a cluster of 2 separate species, C5H5NOS2 in total, with the ωB97M-V functional and the def2-TZVPD basis.

The gap between HOMO and LUMO (spin up / spin down) comes out at 7.28 / 7.28 eV. As for the LUMO energy (spin up / spin down): -0.83 / -0.83 eV. The calculation puts the HOMO energy (spin up / spin down) at -8.1 / -8.1 eV.

ORCA input file:
```
! RIJCOSX wB97M-V def2-TZVPD def2/J DEFGRID3
* xyz 0 1
C 0.643 -0.712 2.862
C 0.513 -0.242 1.715
C 0.631 -0.732 -0.802
C -1.659 0.528 -0.082
C 0.482 0.183 0.405
N 1.076 0.014 -1.841
O 0.346 -1.924 -0.730
S -1.921 1.728 -1.114
S -2.389 -0.501 0.948
H 0.895 -0.915 3.871
H 0.775 1.222 0.453
H 0.531 0.759 -2.179
H 1.342 -0.624 -2.588
H -3.543 0.029 1.079
*
```

*x* is the most stable structure; the next one sits 254.5 kJ/mol above it.

*w*
Computed, not measured: the ion C2H2ClO2S with charge -1, with the ωB97M-V functional and the def2-TZVPD basis.

The gap between HOMO and LUMO comes out at 7.55 eV. As for the LUMO energy: 3.62 eV. The calculation puts the HOMO energy at -3.9 eV.

ORCA input file:
```
! RIJCOSX wB97M-V def2-TZVPD def2/J DEFGRID3
* xyz -1 1
C 1.240 0.246 -0.306
C 0.015 0.591 0.059
O -1.430 -1.367 1.387
O -1.294 -1.286 -1.125
S -1.581 -0.539 0.154
Cl -0.504 2.449 0.474
H 2.214 0.772 -0.378
H 1.340 -0.866 -0.266
*
```

*x*
Computed, not measured: a structure of composition C2H2ClO2S, with the ωB97M-V functional and the def2-TZVPD basis.

The gap between HOMO and LUMO comes out at 8.70 eV. As for the LUMO energy: 3.79 eV. The calculation puts the HOMO energy at -4.9 eV.

ORCA input file:
```
! RIJCOSX wB97M-V def2-TZVPD def2/J DEFGRID3
* xyz -1 1
C -0.175 -0.127 -0.434
C 0.638 -0.939 -1.106
O 2.458 -2.690 0.052
O 2.976 -0.453 -0.405
S 2.590 -1.707 -1.006
Cl -0.757 -1.536 -2.788
H -1.070 0.337 -0.810
H 0.193 0.349 0.492
*
```

*w* is the most stable structure; the next one sits 76.6 kJ/mol above it.